No. 1
24
Properties=species:S:1:pos:R:3:forces:R:3 method="wB97M-V/def2-TZVPD" largest_force_ha_per_bohr=0.1239 homo_lumo_gap_ev=9.9 relative_energy_ev=2.264 e_lumo_ev=0.5
C -1.745 0.835 -1.608 -1.7145 1.6829 1.5392
N -0.725 1.888 -1.483 0.2619 0.9958 -0.5311
C 0.575 1.512 -1.579 1.3187 -2.0674 2.4701
C 1.645 2.587 -1.181 -1.3680 2.8431 0.3908
O 0.859 0.279 -1.578 -0.0761 2.6603 -0.7771
H -1.320 -0.013 -2.067 0.6422 -0.7940 -0.5779
H -2.034 0.512 -0.533 -0.2123 0.6106 -2.1793
H -2.606 1.207 -2.259 0.9650 -0.5039 1.2580
H -0.931 2.874 -1.197 0.0609 -1.6629 -0.6542
H 1.588 2.702 -0.022 -0.1446 -0.1859 -1.9895
H 2.696 2.393 -1.375 -0.2820 -0.6146 -0.4144
H 1.429 3.708 -1.654 0.3157 -2.9587 1.2217
C 0.889 -3.268 0.814 -1.7358 0.4937 -0.9538
N 0.720 -1.783 0.901 0.5108 -4.0762 4.8714
C 0.021 -1.429 2.017 -0.3600 0.6777 0.1524
C -0.872 -0.261 1.821 -1.2363 2.9558 1.0286
O 0.044 -1.961 3.120 0.3545 -0.3981 -1.1022
H 1.553 -3.759 1.514 0.1780 0.5772 0.3330
H -0.165 -3.718 0.955 1.7267 0.3752 -0.3379
H 1.253 -3.441 -0.191 -0.0552 -0.3999 -0.1656
H 0.637 -1.228 0.144 -0.3704 1.7903 -3.3042
H -1.306 0.037 0.873 1.0242 -0.5923 -0.6325
H -1.828 -0.361 2.362 0.7372 -0.2631 0.5815
H -0.376 0.688 2.207 -0.5405 -1.1454 -0.2272

No. 2
129
Properties=species:S:1:pos:R:3:forces:R:3 method="wB97M-V/def2-TZVPD" spin_multiplicity=2 largest_force_ha_per_bohr=0.0689 homo_lumo_gap_ev="8.1 / 2.4" relative_energy_ev=0.458 e_lumo_ev="-2.5 / -8.2" charge=+1
C -22.290 -5.678 -5.848 -0.2323 -0.3893 0.2603
C -21.980 -4.883 -7.069 -0.3202 -0.1978 0.0652
O -21.562 -3.605 -6.614 0.1120 0.4805 -0.5912
H -22.593 -6.670 -6.182 0.0354 -0.1609 0.4750
H -23.099 -5.211 -5.285 -0.3061 -0.0541 -0.2198
H -21.473 -5.704 -5.127 0.3207 -0.3143 -0.3221
H -22.868 -4.822 -7.698 -0.3361 0.3180 0.0702
H -21.254 -5.347 -7.737 0.5419 -0.0550 0.3157
H -21.403 -3.117 -7.425 0.2511 0.5080 0.0823
C -19.281 -3.008 -3.449 0.6429 -0.7751 0.7164
C -20.537 -2.139 -3.313 1.5216 -1.3176 1.1436
O -20.856 -1.537 -4.515 -0.7625 1.3367 -0.9052
H -19.209 -3.724 -4.267 -0.5617 0.3704 -0.4725
H -19.117 -3.663 -2.593 -0.4321 0.1056 0.4312
H -18.350 -2.441 -3.445 -0.1666 0.4211 -0.3537
H -20.264 -1.396 -2.563 -0.2838 0.3544 -0.0224
H -21.395 -2.697 -2.937 -0.0258 -0.1951 0.2047
H -21.199 -2.261 -5.044 -0.0858 -0.1695 -0.8192
C -14.280 -3.153 -3.624 0.0848 -0.2956 -0.8777
C -14.775 -1.856 -4.255 -0.1817 -0.9336 0.7218
O -13.868 -0.839 -3.975 0.8424 0.9139 0.1770
H -14.985 -3.954 -3.846 -0.3052 0.0363 0.2532
H -14.112 -3.069 -2.550 -0.0815 0.0983 -0.0775
H -13.367 -3.505 -4.103 0.2749 0.2895 0.0994
H -15.708 -1.605 -3.749 -0.5775 -0.0606 -0.3320
H -14.901 -1.944 -5.334 -0.3146 -0.3042 -0.0325
H -14.245 -0.033 -4.334 0.2374 0.1927 0.0256
C -18.289 -0.178 3.946 1.4329 -0.2295 -0.4239
C -19.753 -0.064 3.870 -0.7692 0.2065 -0.2440
C -20.306 -0.400 2.464 -0.6632 0.4178 1.4848
O -20.148 0.681 1.558 1.6251 0.3023 2.8004
C -20.166 0.318 0.268 -0.8163 -0.4386 -1.9658
N -20.306 -0.972 4.881 -0.3574 0.0766 -0.4639
H -17.856 0.358 3.102 0.3644 0.1437 0.1436
H -17.989 -1.225 3.900 0.0344 -0.0934 -0.1169
H -17.909 0.207 4.893 0.0799 0.1604 -0.0928
H -19.974 0.974 4.115 -0.5122 0.2530 -0.3066
H -21.382 -0.545 2.570 -0.3782 -0.2465 0.0169
H -19.895 -1.369 2.185 0.4141 0.2026 -0.6358
H -21.188 -0.009 0.078 -0.3177 -0.3684 -0.7911
H -19.492 -0.488 -0.023 0.3046 -0.1923 0.1804
H -19.947 1.183 -0.357 0.0211 0.1101 0.0084
H -20.283 -0.466 5.755 -0.0385 -0.2400 0.3173
H -21.279 -1.146 4.674 -0.2880 -0.0443 0.1767
C -26.505 -2.116 0.850 0.1876 0.7164 -0.4946
C -25.863 -2.982 -0.201 -1.1395 0.7109 0.0854
C -24.615 -2.355 -0.733 1.8399 -0.4967 1.7024
O -24.039 -3.040 -1.790 0.5170 -0.6878 -1.5145
C -24.622 -2.758 -3.019 -0.4363 0.6241 -0.3991
N -25.634 -4.286 0.389 0.3155 0.4102 -0.2294
H -25.739 -1.999 1.617 -0.4892 0.1550 0.4654
H -27.457 -2.515 1.200 0.3224 -0.2334 0.3309
H -26.751 -1.157 0.395 0.0717 0.3058 0.1890
H -26.608 -3.143 -0.980 0.0501 0.5463 -0.7098
H -23.790 -2.515 -0.039 -0.3536 -0.0705 1.1284
H -24.562 -1.267 -0.784 -0.8250 0.3459 -0.8427
H -25.682 -3.010 -3.032 -0.1030 -0.1873 -0.1917
H -24.105 -3.203 -3.870 0.1158 -0.3965 0.3548
H -24.560 -1.679 -3.161 -0.0929 0.5702 -0.3078
H -25.014 -4.735 -0.271 -0.1052 -0.8901 0.0125
H -26.579 -4.627 0.285 0.2376 -1.3482 0.3778
C -22.444 0.937 -2.127 -1.2730 -0.1982 0.9549
C -23.200 1.514 -3.305 0.2820 -3.3694 1.0587
C -22.604 2.841 -3.822 0.3222 1.3728 -2.4651
O -21.436 2.758 -4.627 -0.3551 -0.1790 1.5965
C -20.236 2.478 -3.889 0.5578 -0.3562 0.3276
N -23.136 0.515 -4.327 1.0789 2.9561 -0.6064
H -21.652 0.241 -2.404 0.5140 0.7389 0.0490
H -23.124 0.262 -1.608 -0.2461 -0.0207 0.1519
H -22.249 1.725 -1.399 0.6940 -0.2522 -0.0983
H -24.261 1.613 -3.075 -0.1436 0.9253 0.0796
H -22.552 3.503 -2.958 0.4269 -0.1254 0.2433
H -23.350 3.261 -4.497 -0.0243 0.1047 -0.0420
H -19.323 2.627 -4.465 -0.5017 0.5108 -0.5086
H -20.145 1.429 -3.609 -0.4653 -0.3028 0.0259
H -20.151 3.060 -2.972 -0.2390 0.2287 -0.0472
H -23.321 0.962 -5.213 -1.1391 -0.6381 -0.8817
H -22.189 0.173 -4.404 0.5578 -1.7218 0.0530
C -15.523 -5.922 -7.980 -0.1312 -0.5883 -0.0849
C -17.002 -5.570 -7.674 1.1233 0.5675 -0.2272
C -17.967 -6.772 -7.721 1.1234 1.4151 -0.6950
O -18.236 -7.048 -9.074 -1.4280 -1.4632 -0.3937
C -19.183 -8.154 -9.260 1.2845 0.1973 0.0022
N -17.043 -4.900 -6.371 -0.0608 0.0124 -0.0597
H -14.862 -5.058 -8.045 -0.2435 0.2151 0.5872
H -15.304 -6.424 -8.922 -0.7889 -0.1239 -0.2603
H -15.167 -6.635 -7.236 0.2377 0.1709 0.3609
H -17.235 -4.803 -8.413 -0.6782 -0.1876 -0.1899
H -18.877 -6.472 -7.201 -0.2229 -0.3194 0.2660
H -17.392 -7.537 -7.200 -0.5253 -0.7567 0.1054
H -20.148 -8.032 -8.767 0.0466 0.4283 0.2189
H -18.729 -9.080 -8.907 0.0489 -0.0552 0.3452
H -19.362 -8.344 -10.318 0.1466 0.6057 -0.0583
H -17.996 -4.883 -6.038 -0.2240 0.1943 0.0462
H -16.542 -5.401 -5.651 0.2393 -0.2428 0.0700
C -13.903 -7.729 -4.522 0.0958 0.4895 -0.1260
C -14.945 -8.086 -3.489 0.7525 0.3807 1.9196
C -16.360 -7.740 -3.827 0.6262 -0.0654 0.2576
O -16.582 -6.357 -3.669 -0.3595 1.3056 0.4482
C -16.551 -5.785 -2.327 -0.9646 -0.5029 -0.4347
N -14.783 -9.460 -3.105 0.3778 -0.7648 -0.8853
H -12.906 -7.994 -4.169 -0.0643 0.0507 0.0589
H -13.925 -6.664 -4.751 0.0216 0.1013 0.0949
H -14.051 -8.231 -5.478 -0.2131 -0.3014 -0.0357
H -14.745 -7.571 -2.550 0.3544 0.6062 -0.0687
H -17.016 -8.347 -3.204 -0.3480 0.1083 0.1366
H -16.453 -8.074 -4.860 -0.8274 0.6007 -0.3443
H -17.258 -6.283 -1.663 0.1515 -0.8232 0.0864
H -17.010 -4.797 -2.315 0.4178 0.2302 -0.8132
H -15.581 -5.716 -1.834 0.1785 -0.2197 -0.3708
H -15.516 -9.772 -2.483 -0.1262 -0.1264 -0.0469
H -14.855 -9.936 -3.992 -0.0667 -1.0603 0.1539
C -20.403 -3.488 0.157 0.4993 0.2401 -0.2483
C -19.270 -4.453 0.400 1.2994 -1.1545 0.8376
C -17.875 -3.838 0.697 -1.3922 -0.2483 0.1289
O -17.445 -3.151 -0.427 0.3359 0.5481 -0.6811
C -16.129 -2.683 -0.281 0.4897 0.6024 -0.5436
N -19.693 -5.344 1.522 0.0842 0.4146 -0.4292
H -21.285 -4.016 -0.206 -0.1082 -0.0220 0.4473
H -20.176 -2.735 -0.598 0.2792 0.0376 0.0626
H -20.542 -2.983 1.113 -0.6371 0.0695 -0.1163
H -19.035 -5.069 -0.468 -0.5800 -0.2497 -0.2023
H -17.162 -4.634 0.911 -0.0065 -0.2904 0.3041
H -17.949 -3.171 1.556 0.1389 0.2030 0.3756
H -15.998 -2.060 0.603 -0.1441 0.0687 0.1954
H -15.881 -2.085 -1.158 -0.1857 0.1143 -0.0061
H -15.365 -3.461 -0.257 -0.1594 -0.5005 0.1869
H -19.008 -6.039 1.782 0.2933 -0.2532 -0.4999
H -19.750 -4.793 2.367 -0.3469 0.3713 0.1734

No. 3
62
Properties=species:S:1:pos:R:3:forces:R:3 method="wB97M-V/def2-TZVPD" spin_multiplicity=5 largest_force_ha_per_bohr=0.0210 homo_lumo_gap_ev="8.5 / 5.8" relative_energy_ev=0.000 e_lumo_ev="-2.8 / -5.8" charge=+1
Rh 0.006 0.583 -0.936 -0.7994 -0.4842 -0.5442
C 0.465 1.262 6.053 -0.1540 -0.0338 0.0691
O 1.740 1.533 5.484 0.1843 0.0478 0.1172
C 1.911 1.328 4.181 -0.2892 -0.1206 -0.1884
C 3.208 1.627 3.689 0.0710 0.0355 0.2362
C 3.508 1.486 2.348 -0.1424 -0.1233 -0.4541
C 2.565 1.039 1.433 -0.0160 0.2325 0.3113
C 2.912 0.885 0.016 0.3049 -0.0875 -0.6281
C 4.180 1.498 -0.508 -0.0231 -0.0408 0.1005
O 2.198 0.258 -0.762 0.4028 0.0787 0.1275
C 1.237 0.694 1.928 -0.3037 -0.1921 -0.0759
O 0.311 0.251 1.197 0.1238 0.2432 0.2851
C 0.957 0.858 3.319 0.0300 -0.0492 0.3793
H 0.562 1.478 7.112 0.0032 0.0125 -0.0080
H 0.189 0.214 5.921 0.0472 0.0032 -0.0201
H -0.300 1.906 5.616 0.0329 0.0052 -0.0214
H 3.956 1.961 4.396 -0.0105 0.0340 -0.0131
H 4.508 1.721 2.014 -0.0015 0.0353 0.0017
H 5.052 0.992 -0.089 0.0298 0.0459 -0.0029
H 4.226 2.554 -0.239 0.0378 -0.0032 0.0122
H 4.191 1.402 -1.589 -0.0209 -0.0273 0.0040
H -0.036 0.584 3.645 0.0145 0.0499 -0.0364
C -1.301 3.760 -2.859 0.3934 -0.1332 0.2217
S 0.036 3.256 -1.792 -0.1696 0.3608 -0.0070
O -0.580 2.770 -0.529 0.0755 0.0204 0.0099
O 0.940 4.353 -1.629 0.0225 0.0509 -0.0668
O 0.642 2.053 -2.446 -0.0259 -0.0149 0.0629
H -1.938 4.442 -2.302 -0.0077 0.0030 0.0008
H -1.833 2.862 -3.165 -0.0855 0.0437 0.0246
H -0.860 4.263 -3.716 -0.0204 -0.0234 -0.0235
C -0.658 -4.723 -1.456 0.0163 -0.0330 -0.0117
N -0.349 -3.416 -0.888 0.1267 0.3442 -0.0199
C -1.423 -2.858 -0.080 -0.0240 0.0123 -0.1646
C 0.348 -2.499 -1.661 -0.2061 -0.2703 -0.0916
O -0.154 -1.389 -1.945 0.1489 -0.0471 0.3526
N 1.564 -2.864 -2.097 0.0818 0.0644 0.0662
C 2.282 -2.031 -3.051 -0.0356 -0.0688 -0.0350
C 2.296 -4.002 -1.566 0.0588 0.0392 -0.0666
H -1.614 -4.690 -1.991 0.0149 -0.0051 0.0056
H -0.731 -5.463 -0.659 0.0219 -0.0266 -0.0313
H 0.113 -5.031 -2.157 -0.0656 -0.0236 0.0366
H -1.697 -3.596 0.674 -0.0096 0.0236 0.0125
H -2.306 -2.605 -0.676 0.0127 -0.0189 -0.0037
H -1.073 -1.954 0.414 -0.0285 -0.0235 0.0750
H 1.727 -1.118 -3.234 -0.0163 -0.0113 -0.0372
H 2.421 -2.576 -3.987 0.0241 0.0274 -0.0062
H 3.260 -1.773 -2.644 0.0003 0.0086 0.0051
H 1.815 -4.367 -0.664 0.0187 -0.0107 0.0088
H 3.310 -3.680 -1.322 -0.0092 -0.0039 -0.0073
H 2.365 -4.810 -2.297 0.0059 -0.0081 0.0173
C -4.939 0.917 -1.671 0.0098 -0.0396 -0.0822
N -4.334 0.971 -0.350 0.0014 -0.0853 -0.0498
C -5.226 1.201 0.770 -0.0204 0.0466 0.0848
C -3.039 0.734 -0.180 0.0246 0.1163 -0.0422
O -2.259 0.453 -1.098 0.0867 -0.0083 0.0842
H -5.646 0.088 -1.725 -0.0072 0.0155 0.0131
H -4.163 0.771 -2.414 0.0177 0.0002 0.0052
H -5.471 1.846 -1.876 0.0013 0.0104 0.0440
H -5.708 2.175 0.683 0.0238 -0.0006 -0.0279
H -4.666 1.169 1.703 0.0047 0.0002 -0.0133
H -6.000 0.433 0.795 0.0168 -0.0048 0.0145
H -2.698 0.810 0.860 0.0008 0.0116 -0.0089